The following is a DFT calculation (the ωB97M-V functional and the def2-TZVPD basis) of C18H35N3O28S6 as an isolated structure at a distorted geometry.

Properties
frontier orbital gap = 7.8 eV
electronic energy = -146029.387 eV

Geometry as ORCA input:
```
! wB97M-V def2-TZVPD RIJCOSX def2/J DEFGRID3
* xyz 0 1
C -0.9227 -4.0244 3.6948
N -0.5351 -3.3077 2.5183
O -0.7135 -3.8063 1.3997
O 0.0555 -2.2615 2.6892
H -1.6807 -4.7198 3.3342
H -1.4032 -3.2478 4.2899
H -0.1249 -4.5534 4.2162
C 0.0028 4.3102 0.3375
N 0.7276 3.6977 1.5093
O 0.1339 2.9342 2.3018
O 1.8910 4.1173 1.6001
H -1.0163 4.4581 0.6950
H -0.0497 3.5639 -0.4553
H 0.4333 5.2396 -0.0351
C 2.1360 -1.7143 6.8830
C 3.4619 -0.9712 7.1901
O 3.5471 -0.1314 6.0686
S 3.0865 -0.9428 4.6773
O 4.0417 -1.9706 4.3696
O 2.6104 -0.0115 3.6392
O 1.8543 -1.6784 5.4991
H 1.3724 -1.2222 7.4853
H 2.1118 -2.7947 7.0257
H 4.3199 -1.6433 7.2030
H 3.5031 -0.3823 8.1064
C -3.4769 2.2016 -3.0247
C -3.1223 2.5363 -1.6190
O -2.4389 3.7871 -1.7474
S -1.7037 3.9250 -3.1853
O -0.4251 3.1883 -3.3591
O -1.6725 5.3628 -3.4728
O -2.9616 3.1758 -3.9065
H -4.5419 1.9868 -3.1120
H -2.8541 1.3477 -3.2911
H -2.3552 1.8815 -1.2055
H -3.9877 2.6312 -0.9631
C -0.9721 -2.8602 -4.4326
C -2.4366 -2.5248 -4.1700
O -3.1391 -2.8314 -5.4206
S -2.3425 -3.7923 -6.4245
O -2.1552 -3.2854 -7.7663
O -2.8000 -5.1712 -6.1999
O -0.9018 -3.6494 -5.5531
H -0.4009 -3.4031 -3.6795
H -0.4631 -1.9501 -4.7498
H -2.5866 -1.4533 -4.0377
H -2.7999 -2.9718 -3.2447
C 3.1991 -3.8931 -1.9041
C 2.1903 -2.9230 -1.1645
O 2.0367 -3.4981 0.1115
S 2.0040 -5.1122 -0.1228
O 0.6982 -5.5059 -0.6528
O 2.5374 -5.8099 1.0870
O 3.1969 -5.0817 -1.2521
H 4.2258 -3.5316 -1.9626
H 2.9604 -4.0391 -2.9575
H 1.2052 -2.7475 -1.5968
H 2.6821 -1.9531 -1.0899
C 4.9328 6.2645 -0.6983
C 5.2264 6.4269 -2.2169
O 4.2304 5.6179 -2.7513
S 3.7618 4.3330 -1.8292
O 4.5818 3.1439 -2.0023
O 2.2769 4.1680 -1.8331
O 4.1984 5.1414 -0.4959
H 4.4702 7.1760 -0.3198
H 5.8150 6.1345 -0.0713
H 6.1350 5.8589 -2.4164
H 5.2888 7.4431 -2.6062
C -6.5537 -0.4302 2.3369
C -5.3427 -0.9403 3.1829
O -4.4366 -1.4185 2.2050
S -4.3518 -0.2852 0.9905
O -3.9984 -0.8487 -0.2773
O -3.6345 0.9169 1.4250
O -6.0274 -0.0679 1.0836
H -7.0384 0.4846 2.6781
H -7.2070 -1.2895 2.1858
H -5.7181 -1.7033 3.8648
H -4.9029 -0.1361 3.7727
N 0.0701 -0.6541 0.1795
C -0.6742 -0.5694 -0.9556
C -0.1946 0.5250 -1.6862
C 0.9922 0.9859 -1.0009
C 1.1563 0.2802 0.1999
H 0.0866 -1.4014 0.8588
H -1.4617 -1.2741 -1.1783
H -0.4866 0.9984 -2.6120
H 1.7326 1.7414 -1.2185
H 1.8325 0.4046 1.0328
*
```

These are the Löwdin partial charges, in e, on atoms 1 to 4:
1 C 0.043
2 N -0.419
3 O 0.064
4 O 0.066